Entry 1:
DFT (ωB97M-V/def2-TZVPD) results for a single C8H2N5P molecule in a non-equilibrium geometry.

Cartesian coordinates (Å):
N 0.27 1.42 3.65
C -0.39 0.99 2.83
C -1.00 0.56 1.60
C -1.36 -0.60 1.11
N -1.83 -1.08 0.09
P -1.58 -0.14 -1.40
C 0.17 -0.24 -1.93
C 1.08 -1.06 -1.17
C 2.39 -1.28 -1.73
N 3.48 -1.28 -2.18
C 0.90 -1.39 0.18
N 0.96 -1.72 1.28
N -1.39 1.37 -0.71
C -1.22 1.65 0.54
H 0.65 0.03 -2.95
H -1.15 2.77 0.78

Computed properties:
E ... -921.015491 hartree
Orbital gap ... 0.2833 Ha
Lowest unoccupied orbital energy ... -1.92 eV
E_HOMO ... -9.62 eV
Charge ... 0

=====

Entry 2:
DFT (ωB97M-V/def2-TZVPD) results for a molecular structure, C3H3NO in a non-equilibrium geometry.

Cartesian coordinates (Å):
O -0.95 0.61 1.35
C -0.96 0.29 0.07
C 0.97 -0.70 -1.39
C 0.39 -0.31 -0.36
N 0.01 0.30 2.11
H -1.54 1.05 -0.47
H 1.30 -1.01 -2.38
H 0.80 -0.24 1.02

Computed properties:
E ... -245.800319 hartree
Orbital gap (spin up / spin down) ... 0.3052 / 0.3118 Ha
Lowest unoccupied orbital energy (spin up / spin down) ... -0.31 / -0.56 eV
E_HOMO (spin up / spin down) ... -8.61 / -9.04 eV
Energy above the lowest of the compared OMol25 structures with the same formula, charge and spin ... 764.61 kJ/mol
Charge ... 0

=====

Entry 3:
DFT (ωB97M-V/def2-TZVPD) results for a molecular structure, C3H2O4Yb in a non-equilibrium geometry.

Cartesian coordinates (Å):
H -1.55 -2.05 0.89
C -2.08 -0.98 0.06
C -0.85 -1.63 -0.25
O 0.10 -0.71 -0.50
C 1.35 -0.46 0.23
O 2.04 -1.37 0.58
O 1.42 0.80 0.32
Yb -0.50 1.52 -0.33
O -2.13 0.37 0.18
H -2.94 -1.48 -0.43

Computed properties:
E ... -1575.062721 hartree
Orbital gap ... 0.2379 Ha
Lowest unoccupied orbital energy ... -1.40 eV
E_HOMO ... -7.87 eV
Energy above the lowest of the compared OMol25 structures with the same formula, charge and spin ... 257.57 kJ/mol
Charge ... 0

=====

Entry 4:
DFT (ωB97M-V/def2-TZVPD) results for 2 unconnected molecules or ions with the total composition C24H31N5 in a non-equilibrium geometry.

Cartesian coordinates (Å):
H -1.91 -1.97 3.03
N -1.24 -1.73 3.80
C -0.50 -2.87 4.13
N 0.54 -2.64 5.24
N -0.68 -4.21 3.42
C -0.04 -4.07 2.02
C -1.21 -4.46 0.94
C -0.76 -4.36 -0.63
C 0.24 -3.11 -0.99
C -0.13 -2.28 -2.34
C -0.30 -3.42 -3.55
N -0.60 -4.41 -4.37
C -1.54 -1.45 -2.31
C -1.37 -0.20 -3.41
N -1.05 0.87 -4.11
C -1.95 -0.80 -0.87
C -1.31 0.67 -0.55
C 0.32 0.73 -0.46
C 0.85 1.41 0.97
C 2.09 0.65 1.78
C 2.68 1.33 3.18
C 2.07 2.75 3.82
C 0.83 3.48 3.02
C 0.24 2.79 1.61
H 1.24 -1.95 4.86
H 0.05 -2.20 6.06
H -0.11 -4.92 3.94
H 0.95 -4.70 1.91
H 0.30 -2.92 1.98
H -1.47 -5.60 1.14
H -2.23 -3.88 1.11
H -1.76 -4.31 -1.27
H -0.23 -5.37 -0.94
H 0.36 -2.32 -0.12
H 1.33 -3.58 -1.14
H 0.81 -1.62 -2.66
H -2.44 -2.10 -2.73
H -3.14 -0.64 -0.90
H -1.76 -1.48 0.07
H -1.71 0.98 0.54
H -1.72 1.54 -1.26
H 0.87 -0.28 -0.68
H 0.67 1.49 -1.31
H 2.57 -0.35 1.40
H 3.56 0.79 3.75
H 2.55 3.18 4.80
H 0.38 4.50 3.44
H -0.66 3.36 1.08
C 1.42 6.02 -2.82
C 0.09 6.16 -2.44
C -0.81 5.11 -2.65
C -0.37 3.93 -3.25
C 0.96 3.80 -3.64
C 1.86 4.84 -3.42
H 2.13 6.83 -2.64
H -0.25 7.08 -1.97
H -1.85 5.22 -2.35
H -1.07 3.11 -3.42
H 1.30 2.88 -4.11
H 2.90 4.73 -3.72

Computed properties:
E ... -1206.263974 hartree
Orbital gap ... 0.3186 Ha
Lowest unoccupied orbital energy ... 0.13 eV
E_HOMO ... -8.55 eV
Charge ... 0

=====

Entry 5:
DFT (ωB97M-V/def2-TZVPD) results for a single C5H11N3 molecule in a non-equilibrium geometry.

Cartesian coordinates (Å):
C 3.56 0.33 0.03
N 2.32 0.52 -0.16
N 1.28 -0.12 0.53
C 0.71 -1.40 0.28
N 0.12 -0.26 -0.30
C -1.12 0.25 0.25
C -2.23 -0.77 -0.04
C -1.41 1.68 -0.54
H 4.29 1.03 -0.28
H 4.01 -0.40 0.66
H 0.21 -1.88 0.99
H 1.17 -2.05 -0.42
H -1.15 0.41 1.34
H -2.46 -1.25 0.94
H -3.15 -0.33 -0.39
H -1.91 -1.49 -0.71
H -0.65 1.68 -1.35
H -1.22 2.46 0.19
H -2.38 1.60 -1.01

Computed properties:
E ... -361.213613 hartree
Orbital gap ... 0.3814 Ha
Lowest unoccupied orbital energy ... 1.13 eV
E_HOMO ... -9.25 eV
Energy above the lowest of the compared OMol25 structures with the same formula, charge and spin ... 461.51 kJ/mol
Charge ... 0

=====

Entry 6:
DFT (ωB97M-V/def2-TZVPD) results for a molecular structure, C30H36AuN4O6S2Si.

Cartesian coordinates (Å):
Au 0.58 1.00 -0.27
O -5.03 -2.98 -1.25
C -3.95 -3.03 -2.16
C -2.90 -2.04 -1.75
C -1.71 -1.95 -2.46
C -0.76 -1.04 -2.05
N -0.95 -0.26 -0.99
C -2.10 -0.31 -0.31
C -3.10 -1.20 -0.66
C -2.24 0.68 0.80
C -3.35 0.72 1.63
C -3.42 1.70 2.61
C -4.59 1.75 3.57
O -5.65 0.90 3.20
C -2.38 2.61 2.71
C -1.31 2.52 1.84
N -1.25 1.57 0.91
H -5.72 -3.58 -1.55
H -4.27 -2.79 -3.18
H -3.50 -4.03 -2.19
H -1.52 -2.57 -3.33
H 0.18 -0.92 -2.57
H -4.03 -1.24 -0.12
H -4.15 0.00 1.55
H -4.91 2.78 3.69
H -4.24 1.41 4.55
H -6.29 1.39 2.68
H -2.40 3.40 3.45
H -0.49 3.22 1.85
C 2.10 -4.86 -4.13
Si 2.68 -3.36 -3.16
C 4.54 -3.55 -3.05
C 2.18 -1.86 -4.15
C 1.73 -3.37 -1.49
C 0.93 -4.52 -1.31
C 0.03 -4.65 -0.27
C -0.08 -3.60 0.63
N 0.69 -2.52 0.53
C 1.57 -2.42 -0.46
S 2.41 -0.87 -0.14
H 2.56 -4.79 -5.12
H 1.02 -4.89 -4.28
H 2.42 -5.80 -3.69
H 4.86 -3.90 -4.03
H 4.83 -4.32 -2.33
H 5.09 -2.64 -2.83
H 2.80 -1.80 -5.05
H 2.28 -0.90 -3.64
H 1.14 -1.95 -4.49
H 1.00 -5.33 -2.02
H -0.57 -5.54 -0.16
H -0.79 -3.62 1.45
C 6.87 -1.66 1.20
C 5.91 -0.88 0.35
C 5.98 0.54 0.36
C 5.21 1.30 -0.53
C 4.28 0.71 -1.34
C 3.96 -0.74 -1.19
C 4.99 -1.49 -0.43
S 3.59 1.52 -2.73
O 2.16 1.37 -2.72
O 4.32 1.01 -3.86
N 3.98 3.08 -2.56
C 3.05 4.16 -2.17
C 2.94 4.40 -0.66
C 1.82 3.56 -0.10
O 0.70 4.02 0.07
O 2.14 2.31 0.08
H 7.90 -1.43 0.94
H 6.72 -2.74 1.08
H 6.73 -1.42 2.26
H 6.70 1.03 1.00
H 5.39 2.36 -0.62
H 3.72 -1.18 -2.16
H 4.90 -2.57 -0.44
H 4.74 3.34 -3.17
H 2.07 3.96 -2.60
H 3.43 5.05 -2.66
H 2.69 5.45 -0.49
H 3.89 4.18 -0.17

Computed properties:
E ... -3056.585203 hartree
Spin multiplicity ... 3
Orbital gap (spin up / spin down) ... 0.2461 / 0.2659 Ha
Lowest unoccupied orbital energy (spin up / spin down) ... -3.14 / -4.03 eV
E_HOMO (spin up / spin down) ... -9.84 / -11.26 eV
Energy above the lowest of the compared OMol25 structures with the same formula, charge and spin ... 0.00 kJ/mol
Charge ... +1

=====

> Which of these has the highest charge?

C30H36AuN4O6S2Si